The ion C16H26IN5OP with charge +1 in a non-equilibrium geometry, computed with ωB97M-V with the def2-TZVPD basis set.

Its structure (SMILES) is COCCCCCn1nc([PH2]=N)[n+](CCCI)c1-c1ccncc1. As for the HOMO energy: -11.9338 eV. For the lowest unoccupied orbital energy, the calculation gives -4.115 eV. As for the charge: +1. The spin multiplicity is 1. The value obtained for the HOMO-LUMO gap is 7.8 eV.

Each line ends with the Mulliken charge.
Element x y z (Å)
C: -3.118 2.817 -4.725  -0.60
O: -1.685 3.089 -4.768  -0.39
C: -1.041 2.577 -3.584  -0.21
C: -0.966 3.679 -2.423  -0.46
C: -0.501 2.956 -1.045  -0.41
C: 0.941 2.260 -1.152  -0.59
C: 0.856 0.669 -1.522  -0.39
N: 1.408 -0.102 -0.365  0.92
N: 2.603 -0.002 0.235  -0.95
C: 2.848 -0.861 1.352  0.25
P: 4.422 -0.939 2.395  0.18
N: 4.442 -2.131 3.470  -0.68
N: 1.592 -1.589 1.427  0.29
C: 1.252 -2.628 2.446  -0.71
C: 1.084 -1.852 3.856  -0.41
C: 0.113 -0.585 3.790  -0.82
I: -2.021 -1.102 3.865  0.04
C: 0.721 -1.147 0.365  -0.01
C: -0.702 -1.783 0.157  0.33
C: -2.048 -1.052 0.201  -0.28
C: -3.327 -1.835 0.023  -0.35
N: -3.560 -3.206 -0.235  -0.45
C: -2.290 -3.827 -0.312  -0.24
C: -0.895 -3.278 -0.128  -0.26
H: -3.667 3.792 -4.931  0.25
H: -3.479 2.421 -3.717  0.28
H: -3.336 2.085 -5.581  0.24
H: -1.554 1.656 -3.141  0.27
H: 0.046 2.254 -3.805  0.10
H: -2.025 4.110 -2.282  0.29
H: -0.221 4.520 -2.654  0.25
H: -1.290 2.225 -0.656  0.10
H: -0.463 3.808 -0.268  0.32
H: 1.428 2.358 -0.117  0.38
H: 1.628 2.763 -1.911  0.39
H: -0.243 0.462 -1.722  0.11
H: 1.453 0.543 -2.481  0.23
H: 4.547 0.355 3.033  0.16
H: 5.541 -1.183 1.507  0.16
H: 4.521 -1.716 4.420  0.26
H: 0.255 -3.148 2.256  0.42
H: 2.036 -3.468 2.508  0.35
H: 0.701 -2.587 4.657  0.46
H: 2.096 -1.477 4.262  0.10
H: 0.250 0.081 2.879  0.23
H: 0.359 0.074 4.703  0.47
H: -2.080 0.073 0.371  0.40
H: -4.294 -1.216 0.107  0.32
H: -2.345 -4.949 -0.558  0.32
H: 0.008 -3.966 -0.201  0.38

A structure of composition C16H26IrN4O6S2 in a non-equilibrium geometry, computed with ωB97M-V with the def2-TZVPD basis set.

As for the HOMO energy: -11.5142 eV. For the lowest unoccupied orbital energy, the calculation gives -2.920 eV. As for the charge: +1. The spin multiplicity is 1. The calculation puts the energy above the lowest of the compared OMol25 structures with the same formula, charge and spin at 39.6 kJ/mol. The value obtained for the HOMO-LUMO gap is 8.6 eV.

Each line ends with the Mulliken charge.
Element x y z (Å)
Ir: -0.073 0.148 -0.065  3.26
C: -1.941 -2.229 0.848  -0.65
O: -0.952 -1.916 -0.148  -0.34
C: -1.365 -2.189 -1.496  -0.54
C: -1.827 -0.904 -2.136  -0.64
O: -0.730 0.039 -2.060  -0.53
C: 0.198 -0.031 -3.164  -0.85
H: -2.123 -3.303 0.838  0.28
H: -2.866 -1.680 0.669  0.41
H: -1.521 -1.934 1.805  -0.02
H: -2.141 -2.954 -1.504  0.56
H: -0.486 -2.580 -2.010  0.18
H: -2.635 -0.453 -1.564  0.21
H: -2.128 -1.023 -3.176  0.60
H: -0.371 0.094 -4.083  0.35
H: 0.743 -0.973 -3.160  0.30
H: 0.901 0.786 -3.037  0.25
C: 2.775 -2.968 -1.088  -1.16
S: 2.511 -1.586 -0.019  1.15
O: 3.788 -1.114 0.431  -0.60
O: 1.586 -2.053 1.009  -0.60
O: 1.794 -0.543 -0.876  -0.85
H: 3.537 -3.586 -0.620  0.43
H: 3.124 -2.623 -2.059  0.36
H: 1.839 -3.512 -1.175  0.28
N: -3.535 0.881 4.618  -0.52
C: -3.332 1.235 3.539  0.49
N: -3.143 1.695 2.314  -0.67
C: -2.450 1.190 1.411  0.64
N: -1.902 0.807 0.430  -0.67
C: 1.559 4.576 -0.592  -0.14
C: 2.353 3.597 -0.017  -1.09
C: 1.854 2.318 0.114  0.04
N: 0.617 2.002 -0.305  0.10
C: -0.155 2.942 -0.870  -0.04
C: 0.289 4.238 -1.030  -0.98
H: 1.926 5.587 -0.701  0.42
H: 3.356 3.809 0.324  0.49
H: 2.449 1.512 0.516  0.44
H: -1.141 2.627 -1.178  0.48
H: -0.365 4.968 -1.486  0.44
O: 0.274 0.493 1.935  -0.91
S: 1.532 0.080 2.777  0.38
C: 1.004 -1.244 3.892  -0.56
C: 1.361 -0.769 5.295  -0.72
C: 0.944 0.696 5.351  -0.59
C: 1.519 1.339 4.090  -0.67
H: 1.473 -2.168 3.566  0.49
H: -0.078 -1.303 3.751  0.13
H: 2.436 -0.872 5.463  0.32
H: 0.852 -1.375 6.043  0.39
H: 1.314 1.200 6.243  0.38
H: -0.142 0.778 5.350  0.30
H: 2.561 1.633 4.218  0.47
H: 0.953 2.185 3.704  0.31

A structure of composition C16H26N6O6Ti in a non-equilibrium geometry, computed with ωB97M-V with the def2-TZVPD basis set.

The expectation value of S² is 1.04. As for the HOMO energy (spin up / spin down): -9.1482 / -9.1529 eV. For the lowest unoccupied orbital energy (spin up / spin down), the calculation gives -6.284 / -5.894 eV. As for the charge: +1. The spin multiplicity is 2. The calculation puts the energy above the lowest of the compared OMol25 structures with the same formula, charge and spin at 562.2 kJ/mol. The value obtained for the HOMO-LUMO gap (spin up / spin down) is 2.9 / 3.3 eV.

Each line ends with the Mulliken charge.
Element x y z (Å)
O: -4.169 2.519 1.104  -0.74
H: -3.317 2.932 0.844  0.18
Ti: -0.022 0.078 -0.049  -1.00
N: -1.580 -0.742 0.998  1.31
N: 0.409 0.658 1.863  0.99
N: -0.249 -0.814 -1.838  0.86
N: 1.857 0.309 -0.781  0.64
O: -2.304 -1.724 0.642  -0.56
O: -1.373 -1.446 -2.356  -0.54
O: 2.886 1.014 -0.210  -0.51
O: 1.486 1.313 2.184  -0.82
C: -0.715 0.676 2.679  0.00
C: -1.797 -0.099 2.217  0.26
C: 0.863 -0.808 -2.610  0.64
C: 2.021 -0.175 -2.032  0.26
C: -3.096 -0.365 2.882  -1.42
H: -3.899 -0.059 2.198  0.26
H: -3.135 0.226 3.798  0.43
H: -3.177 -1.439 3.114  0.33
C: -0.651 1.484 3.924  -1.41
H: -0.493 2.537 3.652  0.31
H: 0.190 1.136 4.539  0.33
H: -1.599 1.363 4.455  0.41
C: 0.924 -1.540 -3.908  -1.43
C: 3.339 -0.150 -2.731  -1.50
H: -0.091 -1.690 -4.304  0.47
H: 1.421 -2.521 -3.801  0.28
H: 1.525 -0.933 -4.598  0.41
H: 4.147 0.072 -2.018  0.44
H: 3.290 0.636 -3.502  0.38
H: 3.519 -1.114 -3.234  0.37
H: -2.161 -1.204 -1.812  0.26
H: 2.553 1.276 0.706  0.48
C: -0.492 1.997 -0.579  -0.37
H: -1.404 2.614 -0.605  0.43
H: -0.099 1.672 -1.567  0.06
H: 0.291 2.435 0.068  0.25
O: -4.439 0.131 -1.671  -0.65
H: -4.787 0.743 -0.966  0.37
H: -3.515 0.440 -1.789  0.29
N: 1.260 -3.391 2.408  0.02
C: 0.635 -2.253 2.039  -0.48
N: 0.916 -1.942 0.789  0.63
C: 1.775 -2.930 0.287  0.11
C: 2.431 -3.157 -0.928  0.54
C: 3.292 -4.258 -1.045  -0.97
C: 3.505 -5.159 0.034  -0.50
C: 2.840 -4.951 1.256  -1.07
C: 1.998 -3.855 1.326  0.31
H: 1.198 -3.833 3.332  0.30
H: -0.014 -1.702 2.738  0.35
H: 2.261 -2.469 -1.755  -0.16
H: 3.823 -4.443 -1.998  0.41
H: 4.177 -6.007 -0.085  0.40
H: 2.931 -5.583 2.159  0.37

The molecule C16H26O2 in a non-equilibrium geometry, computed with ωB97M-V with the def2-TZVPD basis set.

Its structure (SMILES) is CC(=O)OC[C@H](C)CC1=C[C@H]2CC[C@]1(C)C2(C)C. As for the HOMO energy: -8.6664 eV. For the lowest unoccupied orbital energy, the calculation gives 0.795 eV. The spin multiplicity is 1. The calculation puts the energy above the lowest of the compared OMol25 structures with the same formula, charge and spin at 402.7 kJ/mol. The value obtained for the HOMO-LUMO gap is 9.5 eV.

Each line ends with the Mulliken charge.
Element x y z (Å)
C: 2.964 -1.204 3.653  -0.94
C: 3.003 -1.917 2.192  0.79
O: 2.862 -3.164 2.111  -0.59
O: 3.062 -1.057 1.135  -0.29
C: 2.866 -1.691 -0.201  -0.83
C: 1.330 -1.740 -0.556  1.33
C: 0.901 -3.031 -1.328  -1.74
C: 0.960 -0.443 -1.349  -1.60
C: -0.416 0.048 -1.187  0.51
C: -1.278 0.191 -2.215  -1.80
C: -2.286 1.049 -1.590  0.50
C: -3.114 0.135 -0.688  -1.47
C: -2.211 -0.075 0.530  -1.13
C: -1.012 0.674 0.065  2.10
C: -0.088 0.895 1.232  -2.38
C: -1.544 1.933 -0.567  0.99
C: -0.590 2.881 -1.303  -1.63
C: -2.465 2.920 0.411  -1.81
H: 2.585 -1.880 4.384  0.35
H: 3.946 -0.870 3.959  0.31
H: 2.220 -0.350 3.595  0.20
H: 3.496 -1.006 -0.931  0.28
H: 3.315 -2.726 -0.341  0.36
H: 0.835 -1.862 0.445  -0.04
H: 1.242 -3.908 -0.871  0.57
H: 1.215 -2.831 -2.380  0.37
H: -0.198 -3.200 -1.421  0.28
H: 1.109 -0.723 -2.446  0.38
H: 1.683 0.373 -1.175  0.38
H: -1.128 -0.070 -3.249  0.45
H: -2.825 1.757 -2.316  0.46
H: -3.398 -0.831 -1.125  0.44
H: -3.990 0.587 -0.377  0.48
H: -1.933 -1.108 0.702  0.44
H: -2.561 0.356 1.488  0.40
H: -0.551 1.387 2.022  0.61
H: 0.433 -0.014 1.475  0.33
H: 0.673 1.552 1.006  0.54
H: -0.636 2.727 -2.340  0.41
H: 0.449 2.876 -0.984  0.24
H: -0.988 3.931 -1.303  0.41
H: -2.777 3.770 -0.111  0.49
H: -3.329 2.366 0.831  0.32
H: -1.833 3.289 1.116  0.55

Calculated molecular weight in order - 462.30 626.76 446.29 250.38 g mol⁻¹